# 1
{
  "formula": "C23H16Cl5N5O8W",
  "method": "ωB97M-V with the def2-TZVPD basis set",
  "species": ["W", "Cl", "Cl", "Cl", "Cl", "Cl", "O", "O", "O", "O", "O", "O", "O", "O", "N", "N", "N", "N", "N", "C", "C", "C", "C", "C", "C", "C", "C", "C", "C", "C", "C", "C", "C", "C", "C", "C", "C", "C", "C", "C", "C", "C", "H", "H", "H", "H", "H", "H", "H", "H", "H", "H", "H", "H", "H", "H", "H", "H"],
  "positions_angstrom": [[0.169356, 0.186175, -1.092046], [-4.497341, -1.843307, 0.237526], [-2.697547, 0.525143, 4.728340], [-0.108134, 1.459441, 3.233302], [-4.869297, -1.103128, 3.192145], [-1.796202, -0.840158, -1.181484], [-2.406751, 0.035257, -2.188065], [1.472661, 1.157971, -2.554972], [-0.604217, 1.996483, -0.943835], [-0.169700, 4.063345, -0.274070], [3.613758, -2.299237, 4.340769], [3.941746, 1.181944, -0.582621], [1.920335, 2.649386, -4.170983], [-0.583707, -3.136032, -1.892151], [1.661179, -1.257838, -1.820144], [2.575158, -0.285646, 4.415756], [1.696034, 0.894259, -0.091832], [-0.862328, 0.861683, -3.426313], [0.644814, -1.615851, 0.814146], [-2.048922, -0.562760, 0.323266], [-3.440466, -0.593761, 2.380503], [-0.379380, 2.007046, -3.792507], [0.957051, -3.124729, 3.181527], [-0.004065, -3.445720, 2.245530], [2.943957, -0.947189, -1.110672], [1.491844, 2.396891, 0.150388], [-3.263995, -0.868843, 1.038387], [-1.156352, 3.129724, -4.132668], [1.538722, -1.293444, 1.765839], [-2.459222, 0.117409, 3.084692], [0.163490, 2.913826, -0.379040], [-1.156614, -2.149665, -1.475643], [1.150852, 1.971791, -3.542365], [1.712198, -1.987882, 2.951325], [-2.336388, 0.876891, -3.132108], [2.735287, -1.549190, 3.967731], [-2.507888, 3.069087, -3.986630], [-1.110139, 0.194990, 1.089973], [-1.313654, 0.495294, 2.399247], [-3.129427, 1.942895, -3.392099], [2.947276, 0.502921, -0.590422], [-0.140205, -2.662660, 1.113007], [-0.659808, -4.295659, 2.371547], [1.811061, 0.293505, 4.111428], [-0.927656, -2.925178, 0.428765], [-2.929127, -1.503863, -1.012868], [3.200784, 0.057100, 5.125339], [2.133438, -0.411593, 1.577686], [1.448103, -2.254743, -1.763132], [-4.184000, 1.897930, -3.158800], [3.805551, -1.070831, -1.761947], [1.109671, -3.716755, 4.074380], [-0.666327, 4.047144, -4.424800], [3.048893, -1.625672, -0.266625], [-3.109293, 3.931374, -4.240575], [2.284022, 2.940436, -0.366233], [1.558321, 2.622453, 1.213077], [1.782587, -1.048462, -2.807972]],
  "atomic_forces_ev_per_a": [[3.64, 0.87, 0.17], [-0.27, 0.18, 0.41], [0.02, -0.03, 0.02], [-0.09, 0.03, -0.02], [-0.01, 0.01, 0.01], [2.75, -6.50, 2.00], [-9.13, 2.32, -3.27], [-0.80, 0.14, -0.73], [-0.65, 0.27, -0.73], [0.10, 0.02, 0.02], [-0.09, -0.07, 0.08], [0.07, -0.08, 0.07], [-0.01, 0.02, -0.10], [-0.41, 0.14, 0.23], [0.44, -0.26, -0.04], [0.08, 0.10, 0.03], [0.75, 1.82, 0.61], [-4.45, 0.44, 1.34], [0.04, -0.47, 0.63], [-3.46, 4.04, 10.64], [0.08, 0.19, 0.23], [1.38, -0.38, 0.19], [-0.03, 0.01, 0.03], [-0.02, 0.00, 0.00], [-0.08, 0.35, -0.20], [0.80, -1.18, -0.02], [0.57, -1.11, -1.41], [0.52, 0.09, -0.20], [0.02, 0.18, -0.08], [-0.24, -0.12, -0.15], [0.23, 0.05, 0.37], [3.80, -3.19, -1.77], [-0.28, 0.27, 0.15], [0.08, -0.01, -0.08], [6.46, 3.20, -2.15], [0.07, -0.05, -0.12], [-0.36, -0.27, -0.03], [0.38, -0.92, -4.24], [0.46, 0.29, 0.10], [-0.31, -0.34, -0.77], [-0.70, 0.05, 0.44], [0.24, -0.24, -0.06], [-0.01, 0.01, 0.02], [-0.05, -0.06, 0.01], [0.06, 0.02, -0.10], [-1.54, -0.16, -1.84], [0.06, -0.02, -0.04], [-0.05, 0.04, 0.00], [-0.18, 0.07, 0.09], [0.05, 0.23, 0.20], [-0.02, 0.01, -0.03], [0.01, 0.02, 0.01], [0.07, -0.07, -0.08], [0.00, -0.01, -0.01], [-0.04, 0.00, 0.10], [0.08, -0.06, 0.05], [-0.02, 0.03, -0.02], [0.00, 0.07, 0.02]],
  "total_energy_ev": -112361.47851,
  "fmax_ev_per_a": 11.90,
  "e_lumo_ev": -1.19,
  "e_above_lowest_kcal_mol": 361.3,
  "gap_ev": 6.607
}

---

# 2
{
  "formula": "C4H12NOS",
  "method": "ωB97M-V with the def2-TZVPD basis set",
  "species": ["S", "O", "N", "C", "C", "C", "C", "H", "H", "H", "H", "H", "H", "H", "H", "H", "H", "H", "H"],
  "positions_angstrom": [[0.299368, -0.765438, 1.260505], [-0.392367, 1.514047, 0.052393], [-2.126942, 0.491152, 1.182902], [-1.401876, -0.575745, -1.188611], [-0.920443, 0.286703, 0.268748], [2.318946, -0.544135, -0.681646], [1.831368, 0.014445, 0.653477], [1.576188, 1.067301, 0.828510], [-2.709363, 1.208485, 0.710933], [-2.457193, -0.474964, 1.452287], [-2.193995, -1.409906, -0.819381], [0.377769, 1.479821, -0.547657], [-1.552123, 0.881468, 2.078536], [1.544852, -1.164551, -1.141685], [3.223454, -1.174516, -0.600889], [-0.502197, -0.813591, -1.667775], [2.469935, -0.326596, 1.407888], [2.527644, 0.098803, -1.519852], [-1.913025, 0.207223, -1.728688]],
  "atomic_forces_ev_per_a": [[-1.07, 0.14, -0.34], [-0.49, 0.92, -0.47], [3.56, 0.39, 1.70], [-2.56, 1.42, 4.91], [0.46, -3.48, -2.27], [-0.15, -0.83, -0.88], [-1.24, -0.07, -0.40], [1.04, -0.19, -0.41], [-0.39, -0.79, 0.80], [-0.44, 1.57, -0.53], [2.38, 1.64, -1.29], [-0.63, -0.04, 0.20], [-2.17, -0.70, -2.08], [0.10, -0.35, 0.37], [-0.53, 0.31, 0.31], [0.97, -1.04, -0.57], [1.27, 0.00, 1.25], [0.26, 1.14, 0.16], [-0.37, -0.03, -0.47]],
  "total_energy_ev": -18706.95757,
  "total_charge": 1,
  "fmax_ev_per_a": 5.72,
  "e_lumo_ev": -3.62,
  "e_above_lowest_kcal_mol": 48.6,
  "gap_ev": 9.604
}